Entry 1:
Entry from OMol25: the molecule C3HClO in a non-equilibrium geometry (ωB97M-V/def2-TZVPD).

Summary:
gap between HOMO and LUMO = 10.4 eV
SMILES string = O=CC#CCl
E_LUMO = 0.054 eV

ORCA input file:
```
! wB97M-V def2-TZVPD RIJCOSX def2/J DEFGRID3
* xyz 0 1
C -0.14191 -0.36342 -0.12670
C -1.35463 -0.22864 -0.22221
C 1.16948 0.18169 0.10770
O 1.50094 1.17987 -0.39473
Cl -3.01248 -0.51173 -0.19658
H 1.83860 -0.25778 0.83252
*
```

***

Entry 2:
Entry from OMol25: a cluster of 2 separate species, C4H11NO in total in a non-equilibrium geometry (ωB97M-V/def2-TZVPD).

Summary:
gap between HOMO and LUMO (alpha / beta) = 10.7 / 7.6 eV
expectation value of S² = 0.757
E_LUMO (alpha / beta) = -4.238 / -7.759 eV

ORCA input file:
```
! wB97M-V def2-TZVPD RIJCOSX def2/J DEFGRID3
* xyz 1 2
C -0.74268 -0.68604 1.48570
C 0.34098 -0.43058 0.47560
C 0.03135 -0.79230 -0.82036
N -1.31028 -1.31313 -1.11582
C 1.72678 0.05845 0.67072
H -1.41710 -1.59518 1.18150
H -0.55265 -1.08307 2.46330
H -1.17686 0.18013 1.94108
H 0.68829 -0.87828 -1.66486
H -2.01834 -0.78532 -0.69232
H -1.54380 -1.30337 -2.10380
H 1.80723 0.79983 -0.16387
H 1.91885 0.61609 1.62844
H 2.49793 -0.73793 0.70979
H -0.21358 1.65593 -0.89974
H -0.16963 2.91245 0.14965
O 0.15164 2.56418 -0.70104
*
```

***

Calculated relative energy (zero: lowest compared OMol25 entry of this formula, charge and spin) (eV), listed in the same order as above: 0.370, 1.961